# 1
An isolated molecule of C3H7N3S in a non-equilibrium geometry. Source: the Open Molecules 2025 dataset; level of theory: ωB97M-V/def2-TZVPD.

Structure (XYZ):
```
14
C3H7N3S | the Open Molecules 2025 dataset | ωB97M-V/def2-TZVPD
N 0.00817 -0.38445 -1.57805
C -0.22416 -0.78069 -0.21139
C -1.19721 0.25046 0.47992
N -0.32938 1.43758 0.63133
N 0.89300 0.84202 1.01031
C 1.10644 -0.39871 0.57348
S 2.45815 -1.33883 0.66939
H -0.85727 -0.45826 -2.15512
H 0.72227 -1.10486 -1.96903
H -0.46866 -1.81796 0.09731
H -1.45438 -0.10307 1.50846
H -2.05605 0.58873 -0.08911
H -0.20090 1.74510 -0.38688
H 1.59999 1.52295 1.41939
```

Summary:
- Structure (SMILES): N[C@@H]1CNNC1=S
- LUMO energy: 0.722 eV
- ΔE to the lowest compared entry with this formula, charge and spin: 165.50 kJ/mol
- Frontier orbital gap: 8.98 eV
- Molecular weight: 117.18 g/mol

---

# 2
An isolated molecule of C3H4N2O2 in a non-equilibrium geometry. Source: the Open Molecules 2025 dataset; level of theory: ωB97M-V/def2-TZVPD.

Structure (XYZ):
```
11
C3H4N2O2 | the Open Molecules 2025 dataset | ωB97M-V/def2-TZVPD
C -1.59958 -0.38138 0.01218
N -0.21268 -0.00347 -0.16881
N 0.74100 -0.86304 -0.70440
C 1.87963 -0.45371 -0.24933
O 1.90341 0.56932 0.56048
C 0.26677 1.11726 0.34537
O 0.01226 2.22471 0.65921
H -2.17478 -0.38278 -0.91585
H -1.65164 -1.37632 0.49281
H -1.95272 0.46962 0.60283
H 2.78834 -0.92024 -0.63448
```

Summary:
- Structure (SMILES): Cn1ncoc1=O
- LUMO energy: 0.841 eV
- ΔE to the lowest compared entry with this formula, charge and spin: 266.51 kJ/mol
- Frontier orbital gap: 10.24 eV
- Molecular weight: 100.08 g/mol